The following is a quantum chemistry calculation of a molecular structure, C55H114F3HgN6O9S in a non-equilibrium geometry, from the Open Molecules 2025 dataset.

Atoms and positions in Å:
Hg (-1.525, -16.135, -35.710)
C (-5.439, -13.975, -35.048)
F (-5.607, -14.879, -34.119)
F (-6.409, -14.085, -35.969)
F (-5.447, -12.792, -34.488)
S (-3.694, -14.194, -35.926)
O (-3.568, -13.068, -36.829)
O (-2.665, -14.181, -34.899)
O (-3.509, -15.514, -36.523)
C (1.837, -14.449, -38.476)
C (0.345, -14.279, -38.059)
C (-0.385, -13.305, -38.971)
C (-0.623, -13.817, -40.393)
C (-1.399, -15.093, -40.278)
C (-0.752, -16.215, -39.325)
N (-0.329, -15.586, -38.008)
O (0.255, -16.449, -37.074)
C (-1.835, -17.212, -39.000)
C (0.381, -16.931, -40.065)
C (0.204, -13.623, -36.614)
H (2.289, -15.284, -37.942)
H (2.530, -13.639, -38.250)
H (1.996, -14.650, -39.535)
H (-1.246, -12.910, -38.431)
H (0.250, -12.420, -38.995)
H (0.292, -13.946, -40.971)
H (-1.273, -13.046, -40.808)
H (-1.608, -15.592, -41.225)
H (-2.374, -14.810, -39.882)
H (-2.176, -17.897, -39.776)
H (-1.488, -17.884, -38.216)
H (-2.694, -16.651, -38.631)
H (1.143, -16.179, -40.269)
H (0.919, -17.679, -39.482)
H (0.115, -17.409, -41.008)
H (-0.843, -13.455, -36.363)
H (0.649, -12.640, -36.464)
H (0.680, -14.185, -35.810)
H (1.160, -16.508, -37.390)
C (-2.641, -10.780, -40.014)
C (-3.716, -9.720, -39.567)
C (-4.745, -9.546, -40.682)
C (-5.985, -8.739, -40.350)
C (-6.677, -9.343, -39.127)
C (-5.747, -9.463, -37.886)
N (-4.452, -10.066, -38.297)
O (-3.525, -10.342, -37.241)
C (-5.688, -8.091, -37.239)
C (-6.456, -10.453, -36.988)
C (-3.072, -8.381, -39.293)
H (-1.811, -10.930, -39.323)
H (-2.325, -10.688, -41.053)
H (-3.206, -11.710, -39.963)
H (-4.277, -9.189, -41.599)
H (-5.060, -10.503, -41.097)
H (-6.598, -8.546, -41.230)
H (-5.742, -7.703, -40.111)
H (-7.088, -10.300, -39.450)
H (-7.561, -8.752, -38.886)
H (-4.816, -8.023, -36.589)
H (-5.623, -7.223, -37.896)
H (-6.641, -7.959, -36.725)
H (-6.647, -11.407, -37.479)
H (-5.899, -10.744, -36.098)
H (-7.437, -10.155, -36.617)
H (-2.496, -7.977, -40.126)
H (-2.343, -8.384, -38.483)
H (-3.795, -7.615, -39.013)
H (-3.658, -11.267, -37.021)
C (-8.941, -9.915, -31.817)
C (-7.439, -10.254, -31.474)
C (-6.707, -10.353, -32.845)
C (-6.349, -8.983, -33.534)
C (-5.510, -8.082, -32.604)
C (-6.180, -7.962, -31.173)
N (-6.650, -9.279, -30.634)
O (-7.215, -9.112, -29.378)
C (-5.019, -7.329, -30.296)
C (-7.336, -6.888, -31.226)
C (-7.261, -11.605, -30.786)
H (-9.444, -9.680, -30.879)
H (-9.558, -10.738, -32.179)
H (-9.099, -9.043, -32.451)
H (-5.816, -10.980, -32.812)
H (-7.377, -10.890, -33.516)
H (-7.285, -8.566, -33.906)
H (-5.747, -9.288, -34.390)
H (-5.247, -7.093, -32.978)
H (-4.617, -8.702, -32.521)
H (-4.047, -7.815, -30.387)
H (-5.015, -6.274, -30.571)
H (-5.369, -7.468, -29.273)
H (-8.065, -7.389, -31.863)
H (-7.861, -6.889, -30.271)
H (-7.146, -5.832, -31.421)
H (-7.508, -12.344, -31.548)
H (-7.903, -11.769, -29.921)
H (-6.236, -11.656, -30.418)
H (-6.646, -9.731, -28.914)
C (0.555, -19.266, -35.267)
C (-0.698, -19.730, -34.535)
C (-0.327, -20.129, -33.018)
C (-0.114, -19.015, -32.017)
C (-1.360, -18.142, -32.046)
C (-2.377, -18.238, -33.223)
N (-1.657, -18.544, -34.526)
O (-2.472, -18.417, -35.749)
C (-3.564, -19.228, -32.908)
C (-2.967, -16.816, -33.213)
C (-1.314, -20.975, -35.144)
H (1.335, -20.024, -35.325)
H (1.010, -18.383, -34.817)
H (0.291, -19.155, -36.318)
H (-1.122, -20.779, -32.651)
H (0.566, -20.754, -33.052)
H (0.732, -18.525, -32.500)
H (0.258, -19.220, -31.013)
H (-1.087, -17.168, -31.639)
H (-1.985, -18.329, -31.172)
H (-4.127, -19.076, -31.987)
H (-4.232, -19.364, -33.759)
H (-3.138, -20.228, -32.830)
H (-3.720, -16.696, -32.434)
H (-2.268, -16.000, -33.031)
H (-3.533, -16.596, -34.118)
H (-0.479, -21.675, -35.176)
H (-1.603, -20.887, -36.192)
H (-2.247, -21.333, -34.708)
H (-3.088, -19.153, -35.784)
C (-6.088, -18.023, -36.059)
C (-6.233, -19.190, -37.090)
C (-6.509, -18.477, -38.417)
C (-6.473, -19.320, -39.729)
C (-5.076, -19.940, -39.719)
C (-4.664, -20.718, -38.425)
N (-4.936, -19.885, -37.177)
O (-4.494, -20.479, -36.065)
C (-5.343, -22.074, -38.426)
C (-3.111, -21.011, -38.638)
C (-7.493, -20.140, -36.777)
H (-6.862, -17.277, -36.240)
H (-5.118, -17.545, -36.198)
H (-6.167, -18.293, -35.006)
H (-7.515, -18.111, -38.212)
H (-5.927, -17.562, -38.523)
H (-6.691, -18.760, -40.638)
H (-7.220, -20.104, -39.611)
H (-4.333, -19.175, -39.941)
H (-5.142, -20.628, -40.562)
H (-6.421, -21.972, -38.297)
H (-5.144, -22.599, -39.360)
H (-4.939, -22.643, -37.588)
H (-2.928, -21.375, -39.649)
H (-2.484, -20.156, -38.387)
H (-2.787, -21.750, -37.905)
H (-8.369, -19.660, -36.341)
H (-7.213, -20.886, -36.033)
H (-7.939, -20.576, -37.671)
H (-5.128, -21.177, -35.885)
C (0.068, -11.530, -31.784)
C (-1.153, -11.805, -30.923)
C (-2.123, -12.721, -31.774)
C (-3.158, -13.441, -30.830)
C (-2.403, -14.338, -29.855)
C (-1.421, -13.546, -28.924)
N (-0.621, -12.484, -29.680)
O (0.098, -11.670, -28.904)
C (-2.115, -12.826, -27.781)
C (-0.507, -14.624, -28.281)
C (-1.915, -10.591, -30.546)
H (-0.199, -10.974, -32.683)
H (0.570, -12.448, -32.087)
H (0.804, -11.007, -31.174)
H (-2.676, -12.099, -32.478)
H (-1.648, -13.476, -32.400)
H (-3.735, -14.105, -31.473)
H (-3.862, -12.815, -30.282)
H (-1.931, -15.178, -30.365)
H (-3.168, -14.857, -29.277)
H (-2.670, -13.656, -27.346)
H (-1.382, -12.322, -27.151)
H (-2.873, -12.097, -28.068)
H (-0.979, -15.547, -27.945)
H (0.227, -14.843, -29.056)
H (0.178, -14.295, -27.499)
H (-1.326, -9.983, -29.860)
H (-2.793, -10.822, -29.943)
H (-2.283, -9.945, -31.344)
H (1.022, -11.927, -28.945)

**HOMO-LUMO gap (spin up / spin down)**: 4.416 / 2.639 eV
**E_HOMO (spin up / spin down)**: -10.75 / -10.75 eV
**LUMO (spin up / spin down)**: -6.34 / -8.11 eV
**Expectation value of S²**: 0.754
**Charge**: +2
**Multiplicity**: 2